(1)
CHCl2O3S | ωB97M-V/def2-TZVPD

Last column: Löwdin charge in e.
Element x y z (Å)
S: -2.19 0.21 -0.09  0.43
O: -2.87 -0.11 -1.35  -0.46
O: -2.91 -0.22 1.08  -0.45
H: 1.58 -0.79 0.68  -0.06
Cl: 2.85 -0.60 -1.22  0.46
O: -0.75 0.04 0.03  -0.48
C: 2.28 -0.11 0.38  -0.99
Cl: 2.01 1.57 0.48  0.55

Values from the calculation:
* molecular weight: 164.0 g/mol
* HOMO (alpha / beta): -3.083 / -5.227 eV
* total energy: -43074.79425 eV
* total charge: -1
* frontier orbital gap (alpha / beta): 5.44 / 8.36 eV

(2)
C4H7BrNS | ωB97M-V/def2-TZVPD

Last column: Löwdin charge in e.
Element x y z (Å)
C: 2.53 -0.01 -0.36  -0.89
H: 1.75 -0.70 -0.97  0.11
C: -1.83 -1.19 0.26  -0.02
C: 0.42 1.76 -0.16  -0.43
N: -0.62 -0.30 0.46  -0.04
H: -2.73 -0.68 -0.25  0.13
H: -1.60 0.95 -0.60  0.13
H: -0.07 -0.69 1.20  0.14
C: -0.62 0.88 -0.14  -0.20
H: -2.02 -1.52 1.29  0.10
Br: 4.20 -0.71 0.02  0.83
S: 2.04 1.47 0.31  1.01
H: 0.22 2.72 -0.72  0.10
H: -1.66 -1.98 -0.34  0.04

Values from the calculation:
* molecular weight: 181.1 g/mol
* HOMO (alpha / beta): -12.777 / -12.776 eV
* total energy: -86619.57819 eV
* total charge: +1
* frontier orbital gap (alpha / beta): 6.76 / 6.76 eV